{"formula": "C80H81AsCsN5O4P2Si2", "method": "ωB97M-V/def2-TZVPD", "de_lowest_kcal_mol": 26.6, "gap_ev": 3.3590, "total_charge": -2, "species": ["Cs", "C", "O", "C", "N", "C", "C", "C", "C", "C", "C", "C", "C", "C", "C", "C", "C", "N", "C", "N", "C", "C", "O", "C", "C", "C", "C", "C", "C", "H", "H", "H", "H", "H", "H", "H", "H", "H", "H", "H", "H", "H", "H", "H", "H", "H", "H", "H", "C", "C", "C", "C", "C", "C", "N", "N", "Si", "C", "C", "C", "H", "H", "H", "H", "H", "H", "H", "H", "H", "H", "H", "H", "H", "H", "H", "O", "C", "C", "C", "C", "C", "C", "C", "P", "C", "C", "C", "C", "C", "C", "C", "C", "C", "C", "C", "C", "H", "H", "H", "H", "H", "H", "H", "H", "H", "H", "H", "H", "H", "H", "C", "C", "As", "C", "C", "C", "C", "C", "C", "C", "C", "C", "C", "C", "C", "P", "C", "C", "C", "C", "C", "C", "C", "C", "C", "C", "C", "C", "H", "H", "H", "H", "H", "H", "H", "H", "H", "H", "H", "H", "H", "H", "H", "H", "H", "H", "H", "H", "H", "H", "H", "H", "C", "Si", "C", "C", "O", "H", "H", "H", "H", "H", "H", "H", "H", "H"], "xyz": [[-0.76, -0.90, -0.83], [0.00, 4.17, 2.28], [-0.60, 4.20, 0.99], [-0.87, 2.88, 0.67], [-0.66, 2.03, 1.58], [-0.29, 2.74, 2.79], [0.87, 2.20, 3.57], [1.32, 2.94, 4.66], [2.42, 2.52, 5.40], [3.06, 1.33, 5.08], [2.60, 0.58, 4.01], [1.51, 1.01, 3.25], [-1.43, 2.73, -0.67], [-1.36, 3.84, -1.52], [-2.02, 3.81, -2.73], [-2.72, 2.66, -3.07], [-2.66, 1.57, -2.21], [-2.05, 1.60, -1.03], [-3.32, 0.34, -2.68], [-3.19, -0.84, -2.23], [-3.99, -1.73, -3.05], [-4.60, -0.79, -4.13], [-4.17, 0.51, -3.73], [-3.20, -2.88, -3.65], [-3.75, -3.61, -4.70], [-3.04, -4.66, -5.27], [-1.79, -5.00, -4.78], [-1.25, -4.29, -3.72], [-1.95, -3.23, -3.16], [-0.44, 4.96, 2.89], [1.08, 4.34, 2.19], [-1.17, 2.73, 3.44], [0.81, 3.85, 4.94], [2.76, 3.12, 6.24], [3.91, 1.00, 5.67], [3.07, -0.36, 3.76], [1.15, 0.42, 2.42], [-0.80, 4.71, -1.21], [-2.01, 4.66, -3.40], [-3.27, 2.59, -4.00], [-4.77, -2.16, -2.41], [-5.69, -0.81, -4.16], [-4.20, -1.01, -5.12], [-4.74, -3.37, -5.08], [-3.48, -5.21, -6.09], [-1.24, -5.81, -5.23], [-0.29, -4.57, -3.30], [-1.52, -2.68, -2.34], [-3.92, -3.25, 0.26], [-2.91, -4.33, -0.04], [-3.36, -5.63, -0.27], [-2.39, -6.62, -0.45], [-1.06, -6.28, -0.43], [-0.66, -4.91, -0.25], [-1.63, -3.97, -0.03], [0.60, -4.50, -0.28], [1.99, -5.43, -0.44], [2.32, -6.69, 0.97], [2.16, -6.51, -2.02], [3.54, -4.34, -0.48], [-4.86, -3.46, -0.27], [-3.54, -2.28, -0.03], [-4.14, -3.23, 1.34], [-4.41, -5.86, -0.28], [-2.69, -7.65, -0.61], [-0.29, -7.02, -0.56], [1.71, -7.58, 0.86], [2.08, -6.24, 1.94], [3.37, -7.00, 1.00], [1.25, -7.09, -2.21], [2.99, -7.21, -1.94], [2.33, -5.88, -2.90], [3.95, -4.21, 0.52], [3.32, -3.35, -0.87], [4.32, -4.78, -1.11], [-0.97, -1.00, 2.10], [-1.90, -0.98, 2.84], [-2.86, -0.99, 3.75], [-2.58, -1.57, 5.08], [-3.54, -1.62, 6.03], [-4.87, -1.19, 5.80], [-5.20, -0.69, 4.54], [-4.27, -0.53, 3.52], [-4.68, 0.06, 1.87], [-6.51, -0.20, 1.81], [-6.98, -1.34, 1.14], [-8.33, -1.60, 1.05], [-9.25, -0.72, 1.61], [-8.80, 0.41, 2.28], [-7.44, 0.67, 2.38], [-4.73, 1.89, 2.12], [-5.13, 2.69, 1.05], [-5.21, 4.07, 1.17], [-4.88, 4.68, 2.38], [-4.49, 3.89, 3.45], [-4.41, 2.51, 3.32], [-1.59, -1.96, 5.26], [-3.29, -2.05, 7.00], [-5.62, -1.25, 6.58], [-6.22, -0.41, 4.35], [-6.26, -2.02, 0.70], [-8.68, -2.48, 0.53], [-10.32, -0.92, 1.53], [-9.51, 1.10, 2.72], [-7.10, 1.55, 2.90], [-5.39, 2.22, 0.10], [-5.50, 4.68, 0.32], [-4.93, 5.75, 2.48], [-4.24, 4.36, 4.40], [-4.11, 1.89, 4.16], [2.70, 1.94, 0.13], [3.96, 2.13, 0.95], [3.98, 3.82, 1.98], [5.93, 3.84, 2.20], [6.79, 4.77, 1.61], [8.16, 4.72, 1.86], [8.69, 3.76, 2.70], [7.84, 2.83, 3.29], [6.48, 2.87, 3.04], [3.84, 5.12, 0.52], [4.36, 4.89, -0.76], [4.24, 5.85, -1.75], [3.62, 7.06, -1.48], [3.11, 7.31, -0.21], [3.22, 6.34, 0.77], [2.29, 0.25, -0.59], [3.19, -0.85, 0.59], [2.41, -1.59, 1.47], [3.00, -2.34, 2.48], [4.38, -2.37, 2.61], [5.17, -1.69, 1.68], [4.58, -0.94, 0.68], [3.47, 0.07, -1.98], [3.36, -1.14, -2.66], [4.21, -1.44, -3.71], [5.19, -0.54, -4.09], [5.29, 0.68, -3.44], [4.43, 0.99, -2.39], [2.68, 2.63, -0.72], [1.83, 2.17, 0.75], [4.87, 2.08, 0.34], [4.05, 1.36, 1.71], [6.40, 5.53, 0.95], [8.81, 5.45, 1.38], [9.75, 3.74, 2.90], [8.25, 2.07, 3.95], [5.82, 2.14, 3.50], [4.86, 3.95, -0.98], [4.63, 5.65, -2.74], [3.53, 7.81, -2.26], [2.63, 8.25, 0.00], [2.82, 6.52, 1.76], [1.34, -1.60, 1.36], [2.38, -2.91, 3.16], [4.85, -2.94, 3.41], [6.25, -1.75, 1.75], [5.21, -0.44, -0.05], [2.57, -1.83, -2.38], [4.10, -2.38, -4.24], [5.86, -0.77, -4.91], [6.04, 1.40, -3.75], [4.50, 1.96, -1.92], [0.86, -1.68, -5.29], [0.39, 0.00, -4.50], [1.76, 1.20, -5.12], [-1.16, 0.47, -5.53], [0.18, 0.00, -2.95], [1.38, -1.56, -6.25], [-0.03, -2.29, -5.47], [1.51, -2.25, -4.63], [1.56, 1.60, -6.12], [2.73, 0.70, -5.14], [1.85, 2.04, -4.43], [-0.94, 0.66, -6.58], [-1.64, 1.36, -5.11], [-1.89, -0.35, -5.48]]}